<P>
DFT (ωB97M-V/def2-TZVPD) results for 2 unconnected molecules or ions with the total composition C2H2N3S2.

Last column: Löwdin charge in e.
Geometry (Å):
C -2.41021 -0.39148 -0.01299  -0.54
C -1.08139 -0.20409 0.06915  -0.18
N 0.20196 1.83445 0.25205  0.27
N 2.30822 -0.36503 -0.08402  -0.48
N -0.48432 0.94602 0.19507  0.00
S -3.89379 -0.70862 -0.15460  1.05
S 2.78719 1.07734 -0.23336  0.74
H -0.43417 -1.07895 0.04346  0.14
H 3.00651 -1.10963 -0.07477  -0.01

Frontier orbital gap (spin up / spin down) ... 6.60 / 6.61 eV
Highest occupied orbital energy (spin up / spin down) ... -12.395 / -12.398 eV
LUMO energy (spin up / spin down) ... -5.79 / -5.79 eV
Molar mass ... 132.193 g mol⁻¹
Total charge ... +1


<Q>
DFT (ωB97M-V/def2-TZVPD) results for a gas-phase ion, C2H2N3S2 (charge +1).

Last column: Löwdin charge in e.
Geometry (Å):
C 0.85563 -0.29452 -0.02633  -0.91
C 0.33373 1.13209 0.15412  -0.19
N -2.01602 0.49753 -0.53821  -0.26
N -0.11995 -1.22050 0.00038  -0.23
N -0.78592 1.51396 -0.14354  0.12
S 2.42378 -0.50460 -0.26034  0.90
S -1.83390 -0.86387 0.09803  1.19
H 1.12200 1.98750 0.32283  0.19
H 0.02064 -2.24760 0.39306  0.19

Frontier orbital gap (spin up / spin down) ... 6.18 / 6.18 eV
Highest occupied orbital energy (spin up / spin down) ... -14.035 / -14.035 eV
LUMO energy (spin up / spin down) ... -7.86 / -7.86 eV
Molar mass ... 132.193 g mol⁻¹
Total charge ... +1


Relative energies, kcal/mol: <P> 0.0; <Q> 14.7.


<P>
DFT (ωB97M-V/def2-TZVPD) results for a molecular structure, C9H19F6MnN4O13S6.

Last column: Löwdin charge in e.
Geometry (Å):
Mn 0.45045 0.89074 -0.36173  0.89
N 0.73093 4.50629 1.80001  -0.19
S -0.16854 4.23705 3.02506  0.42
O -0.50044 2.88218 3.45292  -0.30
O -1.02317 5.29504 3.46603  -0.27
F 1.06552 4.37978 4.07816  -0.23
S -0.51164 3.98150 0.75411  0.64
O -1.81661 4.66336 0.79892  -0.26
O -0.53524 2.56289 0.32450  -0.39
F 0.11251 4.65975 -0.55399  -0.18
N 0.19483 0.92456 -2.31129  -0.37
S -0.36242 1.96232 -3.32682  0.51
O -1.50662 1.56362 -4.21660  -0.27
O 0.41333 3.12483 -3.57785  -0.22
F -1.30582 2.57031 -2.17218  -0.22
S 0.90077 -0.09012 -3.49920  0.59
O 1.81340 0.59552 -4.37655  -0.24
O 0.03515 -1.07950 -4.09210  -0.25
F 1.85444 -1.00535 -2.56039  -0.19
N 2.13935 1.46897 0.42532  -0.34
S 3.00531 1.43017 1.72509  0.42
O 3.44852 2.69316 2.33264  -0.25
O 3.83401 0.31202 2.01767  -0.25
F 1.76954 1.19860 2.62387  -0.17
S 3.34399 2.52218 -0.31123  0.64
O 4.75754 2.03544 -0.33525  -0.27
O 3.12515 3.94088 0.01121  -0.26
F 2.82105 2.31169 -1.78392  -0.17
C 0.02269 -3.28618 1.69861  -0.02
C 0.29614 -2.41695 0.48790  -0.48
C 0.18842 -3.26296 -0.84407  -0.09
C -1.31893 -3.61698 -1.21395  -0.16
C -2.13549 -2.32275 -1.27772  -0.10
C -2.00349 -1.45589 0.07737  -0.42
N -0.55459 -1.23332 0.37914  -0.13
O -0.32807 -0.30022 1.40721  -0.03
C -2.69028 -0.09293 -0.23976  -0.04
C -2.86947 -2.09592 1.22516  -0.01
C 1.81228 -1.98563 0.52225  -0.02
H -0.86480 -3.91126 1.59990  0.07
H -0.10447 -2.73385 2.62966  0.09
H 0.87973 -3.95236 1.79746  0.10
H 0.63600 -2.75101 -1.69596  0.09
H 0.90242 -4.08478 -0.79014  0.11
H -1.80513 -4.31505 -0.53248  0.09
H -1.40264 -4.21541 -2.12114  0.11
H -3.12587 -2.76954 -1.36499  0.12
H -1.85749 -1.62584 -2.06837  0.11
H -2.70941 0.74797 0.45352  0.09
H -2.29022 0.31811 -1.16664  0.06
H -3.73495 -0.22741 -0.52026  0.09
H -2.67000 -3.16521 1.15500  0.06
H -2.54537 -1.58592 2.13233  0.08
H -3.94881 -1.95334 1.17241  0.09
H 2.56067 -2.73446 0.26291  0.10
H 2.02111 -1.47367 1.46161  0.07
H 2.05542 -1.14593 -0.12881  0.04
H -0.50066 -0.88916 2.14544  0.10

Frontier orbital gap (spin up / spin down) ... 9.31 / 9.25 eV
Multiplicity ... 6
Highest occupied orbital energy (spin up / spin down) ... -7.540 / -7.539 eV
LUMO energy (spin up / spin down) ... 1.77 / 1.71 eV
Molar mass ... 752.594 g mol⁻¹
Total charge ... -1


<Q>
DFT (ωB97M-V/def2-TZVPD) results for a molecular structure, C9H19F6MnN4O13S6.

Last column: Löwdin charge in e.
Geometry (Å):
Mn 0.59478 -0.93192 -0.10340  0.89
N 1.95575 0.06761 -1.23188  -0.34
S 3.14683 1.11787 -1.16044  0.48
O 3.00215 2.19877 -2.09264  -0.25
O 4.38009 0.58080 -0.64967  -0.22
F 2.60817 1.92591 0.10907  -0.20
S 2.34229 -0.35453 -2.82548  0.54
O 3.66470 -0.76529 -3.15732  -0.22
O 1.59737 0.28510 -3.86562  -0.25
F 1.58694 -1.77709 -2.67434  -0.21
N 0.62253 -2.91354 0.07664  -0.35
S 1.97894 -3.84917 0.44872  0.55
O 2.31232 -5.05100 -0.26942  -0.23
O 2.16820 -3.76590 1.85806  -0.23
F 2.98002 -2.76649 -0.15003  -0.18
S -0.28598 -4.19946 -0.16033  0.45
O -0.36653 -5.16414 0.88540  -0.24
O -0.34144 -4.62301 -1.52195  -0.25
F -1.69741 -3.48174 -0.02356  -0.19
N 2.65072 -1.21001 3.91172  -0.24
S 2.93563 -0.35279 2.49508  0.58
O 3.54407 0.92290 2.50639  -0.25
O 1.79218 -0.54664 1.57502  -0.38
F 4.08578 -1.29028 1.92554  -0.16
S 3.07305 -0.05779 4.93846  0.46
O 2.32925 1.17333 5.00534  -0.30
O 4.47996 -0.02439 5.22225  -0.29
F 2.58670 -0.82845 6.25385  -0.21
C -3.59902 -0.01013 -1.44055  -0.02
C -2.10693 0.30217 -1.58603  -0.49
C -1.98021 1.53577 -2.46080  -0.12
C -2.18198 2.89251 -1.70995  -0.16
C -1.44058 2.91571 -0.38637  -0.13
C -1.56540 1.68688 0.54720  -0.47
N -1.37693 0.46233 -0.28988  -0.09
O -1.49099 -0.68152 0.56905  -0.06
C -0.40692 1.89170 1.54057  -0.02
C -2.84088 1.59245 1.38961  -0.02
C -1.42645 -0.81353 -2.38800  -0.02
H -3.73444 -0.89828 -0.82368  0.09
H -4.10833 0.00324 -2.40508  0.09
H -4.17033 0.81068 -0.99631  0.07
H -0.94604 1.60047 -2.81233  0.12
H -2.63756 1.51455 -3.32630  0.12
H -3.23782 3.10074 -1.50160  0.10
H -1.91609 3.68962 -2.40419  0.11
H -1.86070 3.72744 0.22194  0.12
H -0.44920 3.34745 -0.54036  0.13
H -0.53362 1.33233 2.46574  0.10
H 0.56505 1.85631 1.05156  0.07
H -0.47617 2.94438 1.83034  0.10
H -3.73560 1.56609 0.76030  0.07
H -2.90786 0.73379 2.06021  0.09
H -3.08727 2.47778 1.97661  0.10
H -0.33794 -0.82014 -2.38310  0.03
H -1.80366 -0.88803 -3.40606  0.11
H -1.66832 -1.79465 -1.95690  0.08
H -2.26486 -0.39677 1.07889  0.08

Frontier orbital gap (spin up / spin down) ... 9.02 / 9.03 eV
Multiplicity ... 6
Highest occupied orbital energy (spin up / spin down) ... -7.269 / -7.283 eV
LUMO energy (spin up / spin down) ... 1.75 / 1.75 eV
Molar mass ... 752.594 g mol⁻¹
Total charge ... -1


Relative energies, kcal/mol: <P> 63.5; <Q> 0.0.


<P>
DFT (ωB97M-V/def2-TZVPD) results for a molecular structure, C2H4Cl2N2.

Last column: Löwdin charge in e.
Geometry (Å):
C -0.57461 0.32806 -1.05341  -0.54
C 0.32857 0.49077 0.18580  -1.20
H -1.72699 -0.98849 -2.33239  0.18
H -1.32857 -1.75249 -0.85785  0.06
H -1.32318 1.09516 -2.57789  0.05
H 0.77787 1.43673 -0.10418  0.07
N -1.65753 -0.77269 -1.09254  0.01
N -0.50023 1.14615 -2.00778  0.12
Cl 1.41175 -0.75975 0.11459  0.65
Cl -0.22461 0.32927 1.81366  0.61

Frontier orbital gap ... 10.59 eV
Highest occupied orbital energy ... -10.007 eV
LUMO energy ... 0.58 eV
Molar mass ... 126.974 g mol⁻¹
Total charge ... 0


<Q>
DFT (ωB97M-V/def2-TZVPD) results for a single C2H4Cl2N2 molecule.

Last column: Löwdin charge in e.
Geometry (Å):
H -1.04580 1.33101 -1.54705  0.06
N -0.71325 1.39887 -0.58335  0.13
C -0.19600 0.29414 -0.32973  -0.62
N -0.20360 -0.89792 -1.02095  0.09
C 0.62716 0.25399 1.03619  -1.05
Cl 2.13293 -0.68044 0.71132  0.57
Cl -0.30789 -0.37493 2.35838  0.60
H -1.03188 -0.90728 -1.58757  0.09
H -0.05357 -1.70352 -0.42073  0.07
H 0.79192 1.28607 1.38348  0.06

Frontier orbital gap ... 10.78 eV
Highest occupied orbital energy ... -10.006 eV
LUMO energy ... 0.77 eV
Molar mass ... 126.974 g mol⁻¹
Total charge ... 0
SMILES ... [H]/N=C(\N)C(Cl)Cl


Relative energies, kcal/mol: <P> 44.2; <Q> 0.0.


<P>
DFT (ωB97M-V/def2-TZVPD) results for a molecular structure, C7H12OS.

Last column: Löwdin charge in e.
Geometry (Å):
C -0.32879 0.12914 0.45141  -0.21
C -1.14804 0.86541 -0.25209  -0.32
C 1.26128 -1.02234 0.54128  -0.49
C -2.49684 1.27054 0.47697  -0.04
C -0.90927 1.61001 -1.57079  -0.05
C 2.52155 -0.31860 0.92453  -0.09
C 1.15270 -1.88023 -0.63008  -0.11
O -1.02866 -2.11558 1.29714  -0.52
S -0.14548 -1.05383 1.73705  0.92
H -3.38600 0.90981 0.00182  0.07
H -2.43133 0.91594 1.52394  0.07
H -2.46579 2.33742 0.59916  0.07
H -0.21395 2.34202 -1.50528  0.03
H -0.59681 0.87988 -2.40347  0.10
H -1.85208 2.06259 -1.98033  0.09
H 2.61332 -0.25105 2.05977  0.10
H 2.67794 0.67201 0.54287  0.08
H 3.31218 -0.93962 0.72760  0.04
H 0.81049 -1.26828 -1.46747  0.08
H 0.52804 -2.77236 -0.32344  0.10
H 2.12554 -2.37290 -0.75059  0.09

Frontier orbital gap ... 8.66 eV
Highest occupied orbital energy ... -7.940 eV
LUMO energy ... 0.72 eV
Molar mass ... 144.239 g mol⁻¹
Total charge ... 0


<Q>
DFT (ωB97M-V/def2-TZVPD) results for a single C7H12OS molecule.

Last column: Löwdin charge in e.
Geometry (Å):
C 0.05540 -2.06951 1.09849  -0.10
C 0.94667 -0.94805 0.63873  -0.25
C 0.30438 0.22355 -0.13816  -0.46
C 1.48783 1.16628 -0.55357  -0.04
C -0.81381 1.01706 0.56419  -0.10
C -1.84235 1.25260 -0.56838  -0.12
O -1.51345 0.34270 -1.62346  -0.07
C -0.42556 -0.35204 -1.43898  -0.79
S 0.17081 -1.40618 -2.52123  0.74
H 0.60161 -2.67481 1.82264  0.07
H -0.84422 -1.77146 1.66657  0.08
H -0.20466 -2.68700 0.21315  0.07
H 1.43766 -0.52406 1.51952  0.11
H 1.75613 -1.29837 0.00962  0.10
H 2.16548 0.66511 -1.30347  0.09
H 2.13961 1.36637 0.32831  0.09
H 1.10064 2.12032 -0.96728  0.09
H -0.53551 1.94785 1.11693  0.13
H -1.18458 0.37872 1.39877  0.11
H -2.88632 0.99524 -0.30500  0.13
H -1.91577 2.25570 -0.95739  0.12

Frontier orbital gap ... 9.32 eV
Highest occupied orbital energy ... -8.561 eV
LUMO energy ... 0.76 eV
Molar mass ... 144.239 g mol⁻¹
Total charge ... 0
SMILES ... CC[C@]1(C)CCOC1=S


Relative energies, kcal/mol: <P> 100.4; <Q> 0.0.